[1]
{"formula": "C4H14NO2", "method": "ωB97M-V/def2-TZVPD", "total_energy_ha": -365.74152, "total_charge": 1, "gap_ev": 10.42, "de_lowest_kj_mol": 234.20, "e_homo_ha": -0.5032, "elements": ["O", "O", "N", "C", "C", "C", "C", "H", "H", "H", "H", "H", "H", "H", "H", "H", "H", "H", "H", "H", "H"], "xyz": [[-1.58, 1.12, 1.90], [-3.49, -1.67, 0.47], [-0.60, -0.02, -0.49], [1.89, 0.18, 0.19], [2.64, 0.25, -1.10], [2.51, 1.24, -1.98], [0.59, -0.74, 0.25], [1.80, 2.12, -1.95], [-4.36, -1.90, 0.85], [0.02, -0.84, 1.15], [-1.26, -0.71, -0.90], [-2.90, -2.12, 1.09], [1.74, 1.15, 0.63], [3.12, 1.08, -2.86], [-2.29, 1.68, 1.59], [3.29, -0.60, -1.18], [-2.09, 0.30, 2.21], [0.65, -1.69, -0.40], [-0.08, 0.64, -1.11], [2.47, -0.47, 0.84], [-1.09, 0.35, 0.34]], "mulliken_charge": [-0.724, -0.636, -0.219, -0.926, 0.095, -0.773, -0.376, 0.277, 0.326, 0.379, 0.378, 0.320, 0.465, 0.268, 0.337, 0.317, 0.361, 0.336, 0.291, 0.311, 0.194]}

***

[2]
{"formula": "C4H14NO2", "method": "ωB97M-V/def2-TZVPD", "total_energy_ha": -365.76383, "total_charge": 1, "gap_ev": 11.00, "de_lowest_kj_mol": 175.62, "e_homo_ha": -0.5226, "elements": ["O", "O", "N", "C", "C", "C", "C", "H", "H", "H", "H", "H", "H", "H", "H", "H", "H", "H", "H", "H", "H"], "xyz": [[-2.15, 1.65, -1.76], [1.09, 1.32, -2.46], [-0.40, 0.15, -0.13], [-0.42, -0.64, 1.15], [2.02, -0.96, 1.01], [0.87, -0.49, 1.91], [-1.42, -1.48, 1.40], [0.92, 1.01, -3.35], [2.19, -0.39, 0.05], [2.95, -0.80, 1.49], [0.53, 0.42, -0.56], [1.87, -2.02, 0.88], [-0.91, 1.01, -0.10], [-0.89, -0.36, -1.00], [-2.83, 2.23, -1.42], [-2.19, 1.68, -2.73], [0.76, 2.22, -2.61], [-2.43, -1.57, 0.87], [0.93, -1.27, 2.71], [0.84, 0.48, 2.42], [-1.33, -2.19, 2.25]], "mulliken_charge": [-0.569, -0.668, -0.221, 0.428, -1.117, -0.504, -0.843, 0.330, 0.313, 0.352, 0.250, 0.321, 0.418, 0.418, 0.287, 0.299, 0.325, 0.266, 0.338, 0.318, 0.258]}

***

[3]
{"formula": "C4H14NO2", "method": "ωB97M-V/def2-TZVPD", "total_energy_ha": -365.76603, "total_charge": 1, "gap_ev": 10.92, "de_lowest_kj_mol": 169.85, "e_homo_ha": -0.5623, "elements": ["O", "O", "N", "C", "C", "C", "C", "H", "H", "H", "H", "H", "H", "H", "H", "H", "H", "H", "H", "H", "H"], "xyz": [[1.68, 1.22, 2.90], [0.90, 1.28, -2.80], [-0.07, 0.84, 0.11], [-0.93, -0.26, -0.40], [-0.21, -1.61, -0.36], [-1.03, -2.72, 0.40], [-0.31, 2.07, -0.04], [0.63, 0.56, 0.79], [2.41, 1.86, 2.88], [1.79, 1.58, -2.78], [0.05, -2.02, -1.34], [-1.11, -2.65, 1.48], [0.45, 2.71, 0.41], [0.45, 1.55, -3.62], [-1.17, -0.08, -1.44], [1.35, 1.28, 3.82], [-0.59, -3.65, 0.06], [-1.13, 2.54, -0.56], [-2.02, -2.71, -0.06], [0.67, -1.54, 0.30], [-1.82, -0.25, 0.24]], "mulliken_charge": [-0.646, -0.577, 0.109, -0.600, -0.372, -1.260, -0.145, 0.263, 0.330, 0.284, 0.354, 0.347, 0.263, 0.316, 0.332, 0.328, 0.363, 0.291, 0.361, 0.210, 0.451]}

***

[4]
{"formula": "C4H14NO2", "method": "ωB97M-V/def2-TZVPD", "total_energy_ha": -365.76767, "total_charge": 1, "gap_ev": 9.99, "de_lowest_kj_mol": 165.55, "e_homo_ha": -0.4843, "elements": ["O", "O", "N", "C", "C", "C", "C", "H", "H", "H", "H", "H", "H", "H", "H", "H", "H", "H", "H", "H", "H"], "xyz": [[1.88, -0.26, -1.88], [-0.99, 2.07, -1.51], [0.77, 1.54, 0.73], [0.07, -0.68, 1.40], [-0.92, -1.72, 1.04], [-0.51, 0.72, 1.05], [-0.81, -2.73, 0.18], [-1.14, 1.22, 1.77], [0.25, -0.58, 2.49], [-1.04, 0.60, 0.10], [-1.19, 2.99, -1.33], [-1.92, -1.58, 1.49], [1.13, 1.88, 1.62], [-1.65, -3.35, -0.08], [1.53, -1.08, -2.21], [1.48, 1.00, 0.22], [0.02, -3.03, -0.44], [1.03, -0.92, 0.95], [-1.47, 1.81, -2.29], [2.41, 0.09, -2.58], [0.56, 2.37, 0.18]], "mulliken_charge": [-0.563, -0.595, -0.262, -0.377, -0.198, -0.701, -0.816, 0.396, 0.299, 0.431, 0.298, 0.304, 0.379, 0.250, 0.300, 0.279, 0.250, 0.433, 0.273, 0.286, 0.335]}